Version P
{"formula": "CH3IN2O3S", "method": "wB97M-V/def2-TZVPD", "homo_lumo_gap_ev": 8.47, "smiles": "C[S@](=O)(I)=N[N+](=O)[O-]", "homo_ev": -10.2, "elements": ["C", "S", "O", "I", "N", "N", "O", "O", "H", "H", "H"], "positions_angstrom": [[-1.612, -0.950, -0.029], [0.004, -0.258, -0.484], [0.103, -0.104, -1.889], [1.441, -2.212, 0.304], [0.205, 0.970, 0.448], [1.593, 1.770, 0.314], [2.334, 1.386, -0.528], [1.728, 2.518, 1.208], [-1.358, -1.578, 0.841], [-2.205, -0.249, 0.603], [-2.233, -1.293, -0.788]], "lowdin_charge": [-0.206, 0.359, -0.375, 0.501, -0.179, -0.437, 0.070, 0.117, 0.024, 0.080, 0.046]}

=====

Version Q
{"formula": "CH3IN2O3S", "method": "wB97M-V/def2-TZVPD", "homo_lumo_gap_ev": 9.42, "smiles": "CS(=O)(=O)I.N#[N+][O-]", "homo_ev": -10.1, "elements": ["C", "S", "O", "O", "I", "H", "H", "H", "N", "N", "O"], "positions_angstrom": [[0.568, -0.339, -1.264], [-0.658, -0.788, -0.142], [-1.326, 0.289, 0.470], [-0.144, -1.811, 0.769], [-2.390, -1.884, -1.454], [0.044, 0.102, -2.170], [1.022, 0.379, -0.573], [1.179, -1.342, -1.331], [1.221, 1.838, 1.006], [0.548, 1.773, 1.872], [-0.066, 1.783, 2.818]], "lowdin_charge": [-0.229, 0.141, -0.390, -0.394, 0.581, 0.092, 0.009, 0.127, 0.234, -0.330, 0.159]}

=====

Which of them is least stable? Easy: version P.

=====

Version P
{"formula": "C22H25N3OS", "method": "wB97M-V/def2-TZVPD", "homo_lumo_gap_ev": 8.83, "smiles": "CCC1=Nc2cc(C(=O)NCCN3CCCC3)ccc2Sc2ccccc21", "homo_ev": -8.4, "elements": ["C", "C", "C", "N", "C", "C", "C", "C", "O", "N", "C", "C", "N", "C", "C", "C", "C", "C", "C", "C", "S", "C", "C", "C", "C", "C", "C", "H", "H", "H", "H", "H", "H", "H", "H", "H", "H", "H", "H", "H", "H", "H", "H", "H", "H", "H", "H", "H", "H", "H", "H", "H"], "positions_angstrom": [[-4.058, -1.320, 3.462], [-4.363, -0.228, 2.447], [-3.523, -0.333, 1.208], [-2.630, -1.228, 1.153], [-1.834, -1.547, 0.086], [-0.478, -1.785, 0.328], [0.357, -2.241, -0.679], [1.815, -2.498, -0.472], [2.432, -3.308, -1.138], [2.391, -1.767, 0.513], [3.815, -1.794, 0.743], [4.589, -0.797, -0.132], [4.299, 0.576, 0.222], [3.063, 1.126, -0.335], [3.403, 2.532, -0.847], [4.691, 2.864, -0.100], [5.381, 1.507, -0.065], [-0.171, -2.512, -1.941], [-1.507, -2.282, -2.199], [-2.330, -1.786, -1.203], [-4.052, -1.493, -1.569], [-4.050, 0.248, -1.161], [-4.334, 1.168, -2.157], [-4.348, 2.520, -1.864], [-4.067, 2.949, -0.577], [-3.798, 2.028, 0.419], [-3.794, 0.663, 0.146], [-4.702, -1.216, 4.332], [-3.021, -1.259, 3.779], [-4.218, -2.298, 3.018], [-4.209, 0.758, 2.896], [-5.413, -0.275, 2.141], [-0.120, -1.625, 1.334], [1.878, -1.005, 0.923], [4.157, -2.804, 0.505], [4.002, -1.577, 1.796], [4.367, -1.012, -1.190], [5.654, -0.970, 0.036], [2.312, 1.185, 0.462], [2.660, 0.495, -1.138], [3.593, 2.507, -1.921], [2.604, 3.246, -0.656], [5.289, 3.626, -0.595], [4.465, 3.190, 0.915], [6.142, 1.434, 0.715], [5.857, 1.301, -1.038], [0.484, -2.904, -2.703], [-1.924, -2.481, -3.175], [-4.546, 0.814, -3.154], [-4.572, 3.236, -2.640], [-4.065, 4.004, -0.346], [-3.574, 2.371, 1.418]], "lowdin_charge": [-0.104, -0.181, -0.261, 0.158, -0.263, 0.043, -0.127, -0.458, 0.069, 0.064, -0.156, -0.185, -0.173, -0.192, -0.169, -0.179, -0.208, -0.014, -0.085, -0.433, 1.019, -0.445, -0.092, -0.076, -0.074, -0.024, -0.173, 0.070, 0.071, 0.075, 0.112, 0.128, 0.120, 0.113, 0.119, 0.122, 0.128, 0.120, 0.107, 0.114, 0.109, 0.105, 0.107, 0.111, 0.117, 0.121, 0.118, 0.104, 0.103, 0.105, 0.105, 0.112]}

=====

Version Q
{"formula": "C22H25N3OS", "method": "wB97M-V/def2-TZVPD", "homo_lumo_gap_ev": 6.89, "homo_ev": -6.6, "elements": ["C", "C", "C", "C", "C", "C", "C", "N", "C", "N", "C", "S", "N", "C", "C", "C", "C", "C", "C", "H", "H", "H", "H", "H", "C", "C", "H", "H", "C", "H", "O", "C", "C", "H", "H", "H", "C", "H", "H", "H", "C", "H", "H", "H", "H", "H", "H", "H", "H", "H", "H", "H"], "positions_angstrom": [[-2.575, -2.343, -1.285], [-3.404, -1.472, -0.610], [-4.700, -1.793, -0.382], [-5.724, -1.108, 0.258], [-5.390, 0.025, 0.522], [-4.181, 0.553, 0.501], [-3.276, -0.318, 0.009], [-1.919, 0.363, -0.476], [-0.783, -0.208, -0.165], [-0.517, -1.477, 0.383], [0.725, -1.499, 0.421], [1.348, -3.004, 0.812], [1.508, -0.831, -0.247], [2.917, -0.481, -0.090], [3.590, -0.616, -1.452], [4.911, -0.554, -1.187], [5.701, -0.592, -0.060], [4.928, -0.479, 1.163], [3.689, -0.385, 1.015], [3.003, -0.458, 2.124], [5.449, -0.377, 1.930], [6.625, -0.281, 0.048], [5.520, -0.433, -2.189], [3.006, -0.665, -2.084], [0.593, 0.654, -0.589], [0.747, 1.081, -1.779], [0.115, 0.226, -2.448], [1.742, 1.231, -2.123], [0.032, 2.462, -1.694], [-0.515, 2.597, -2.593], [-0.669, 2.929, -0.734], [-0.003, 2.803, 0.438], [-1.015, 2.857, 1.678], [-0.620, 2.932, 2.594], [-1.835, 3.497, 1.429], [-1.479, 2.046, 1.774], [0.882, 4.120, 0.524], [1.357, 4.149, 1.925], [1.592, 4.227, -0.067], [0.086, 5.107, 0.718], [1.021, 1.512, 0.832], [0.741, 1.249, 1.919], [1.883, 1.830, 0.519], [0.888, 3.072, -1.869], [-1.956, 1.407, -0.605], [-3.675, 1.571, 0.738], [-6.047, 0.745, 1.197], [-6.650, -1.580, 0.502], [-5.129, -2.776, -0.790], [-2.229, -1.708, -2.085], [-1.849, -2.712, -0.746], [-3.146, -3.112, -1.896]], "lowdin_charge": [-0.024, -0.284, -0.008, -0.105, -0.209, -0.029, -0.124, 0.181, -0.142, 0.101, -1.103, 0.583, 0.014, -0.177, 0.070, -0.117, -0.003, -0.075, -0.124, 0.200, 0.041, 0.054, 0.137, -0.023, -0.218, -0.125, 0.224, 0.128, -0.262, 0.137, -0.054, -0.499, -0.009, 0.050, 0.094, -0.019, 0.012, 0.202, -0.057, 0.151, 0.088, 0.165, 0.029, 0.124, 0.148, 0.157, 0.166, 0.128, 0.147, 0.103, 0.024, 0.132]}

=====

Which of them is least stable? Easy: version Q.